Entry 1:
ORCA calculation (ωB97M-V/def2-TZVPD) on a structure of composition C6H8I2NO2PS at a distorted geometry.

- energy (eV) = -48257.917
- gap between HOMO and LUMO (alpha / beta) (eV) = 5.93 / 6.19
- E_HOMO (alpha / beta) (Eh) = -0.2859 / -0.2907

Each line ends with the natural charge from an NBO analysis.
CARTESIAN COORDINATES (ANGSTROEM)
C -1.7433 0.7387 -0.3205  0.258
C 0.0731 0.1458 0.5669  0.597
C -0.3080 0.6432 -0.8459  -0.057
C -1.3760 0.0994 0.9934  -0.750
C 0.3311 2.8992 -0.5957  -0.263
C 2.6208 -2.7434 0.0552  -0.756
N -2.7704 1.1929 -0.8608  -0.538
O 1.1116 -0.0666 1.1159  -0.500
O 0.3319 1.7377 -1.4018  -0.489
P -2.1924 -1.5690 1.3426  0.146
S 1.4924 -3.5793 1.1945  -0.052
I -4.5440 1.1160 0.1324  0.279
I -0.7778 -2.9871 0.0291  0.353
H -0.2242 -0.1633 -1.5861  0.231
H -1.6100 0.7078 1.8730  0.289
H 0.9351 3.6280 -1.1304  0.205
H 0.7769 2.7055 0.3837  0.174
H -0.6831 3.2886 -0.4659  0.180
H 3.5811 -3.2336 0.1720  0.234
H 2.6983 -1.6935 0.3153  0.239
H 2.2768 -2.8670 -0.9667  0.219

Forces on atoms 1 to 3 (eV/Å):
C -0.055 -0.147 0.608
C 0.326 0.111 0.099
C 0.411 0.258 -0.798

Entry 2:
ORCA calculation (ωB97M-V/def2-TZVPD) on the ion C7H10NO2 with charge +1 at a distorted geometry.

- energy (eV) = -12994.322
- net charge = +1
- gap between HOMO and LUMO (alpha / beta) (eV) = 6.30 / 6.30
- E_HOMO (alpha / beta) (Eh) = -0.4213 / -0.4212
- relative energy (zero: lowest compared OMol25 entry of this formula, charge and spin) (eV) = 4.4849

Each line ends with the natural charge from an NBO analysis.
CARTESIAN COORDINATES (ANGSTROEM)
C 0.6154 -1.1735 0.3792  -0.243
C -0.6765 -1.2797 0.6675  -0.143
C 1.2287 -0.2382 -0.6484  -0.312
C -1.6308 -0.1852 0.3517  0.063
C 2.6849 -0.2454 -0.9388  -0.481
C -1.1330 1.1392 0.1305  0.083
C 2.1470 0.5761 0.0870  0.642
N -2.9110 -0.5440 0.2607  -0.790
O -2.0243 2.0964 -0.1551  -0.653
O 2.4939 1.1841 1.1109  -0.495
H 1.2984 -1.9979 0.5992  0.232
H -0.9701 -2.0052 1.3949  0.249
H 0.4629 0.0196 -1.4271  0.323
H 3.3938 -0.9411 -0.5228  0.263
H 2.9181 0.0110 -1.9724  0.310
H -0.1273 1.4691 0.1850  0.157
H -3.5572 0.2228 0.0184  0.376
H -3.2005 -1.3525 -0.3442  0.407
H -2.7126 1.6654 -0.7649  0.475
H 1.7003 1.5789 1.5888  0.539

Forces on atoms 1 to 3 (eV/Å):
C 1.350 -1.672 -1.623
C -0.118 2.550 0.531
C -3.508 -0.563 1.590